This record from the OMol25 dataset describes 12 unconnected molecules or ions with the total composition C68H149N7O17 in a non-equilibrium geometry. The level of theory is ωB97M-V/def2-TZVPD.

Each line ends with the Löwdin charge.
Atoms and positions in Å:
C: 13.0996 7.4616 20.5995  -0.088
C: 12.2769 8.0131 21.7792  -0.231
C: 13.0060 9.1591 22.4625  -0.205
C: 13.0784 10.4613 21.6862  -0.090
N: 14.0879 11.4642 22.2594  -0.176
C: 14.0104 12.6955 21.4585  -0.121
C: 13.3689 13.7983 22.2905  -0.140
C: 12.6334 13.0633 23.4192  -0.105
C: 13.6274 11.9248 23.6676  -0.039
C: 15.4791 10.8757 22.3603  -0.098
C: 16.2658 10.6977 21.0114  -0.218
C: 17.6404 10.2218 21.3390  -0.092
H: 14.0711 7.1394 20.8883  0.063
H: 13.2290 8.2950 19.9102  0.060
H: 12.5559 6.6527 20.1249  0.078
H: 12.0103 7.2369 22.4868  0.112
H: 11.3548 8.4091 21.3499  0.112
H: 14.0072 8.8231 22.7634  0.110
H: 12.5364 9.3299 23.4339  0.110
H: 12.0986 10.9013 21.6057  0.141
H: 13.5147 10.1832 20.6926  0.129
H: 14.9879 12.9188 21.1511  0.074
H: 13.3743 12.4862 20.5813  0.140
H: 14.2030 14.4188 22.6182  0.113
H: 12.7331 14.4196 21.6964  0.074
H: 12.3525 13.7271 24.2016  0.077
H: 11.6349 12.8688 23.0163  0.122
H: 14.5275 12.2189 24.1692  0.132
H: 13.1313 11.1460 24.2062  0.113
H: 15.5065 9.9310 22.8507  0.110
H: 16.0076 11.6275 22.9596  0.112
H: 16.2736 11.6251 20.4659  0.078
H: 15.7372 9.9939 20.3943  0.100
H: 18.1606 9.9992 20.4113  0.074
H: 17.7325 9.2490 21.8218  0.086
H: 18.1773 10.9847 21.9090  0.067
C: 16.3559 22.6633 13.3478  -0.090
C: 17.3899 22.3817 14.4436  -0.272
C: 17.8686 20.9848 14.3724  -0.208
C: 16.9757 19.9251 14.9807  -0.127
N: 16.8529 18.6550 14.2340  -0.183
C: 18.2033 17.9267 14.2507  -0.073
C: 18.3217 17.2488 12.8292  -0.128
C: 17.8298 18.3992 11.9689  -0.139
C: 16.5623 18.8753 12.7544  -0.074
C: 15.7207 17.8594 14.9501  -0.084
C: 15.5597 16.4184 14.5081  -0.222
C: 14.1175 16.0046 14.6252  -0.083
H: 16.2731 23.7599 13.3547  0.087
H: 15.4529 22.1064 13.5249  0.066
H: 16.8034 22.4810 12.3860  0.070
H: 17.0723 22.6287 15.4763  0.130
H: 18.2422 23.0837 14.2832  0.128
H: 18.8314 21.0587 14.9441  0.132
H: 18.0410 20.8602 13.3020  0.099
H: 15.9590 20.2781 15.2231  0.133
H: 17.2814 19.6512 15.9877  0.133
H: 18.2151 17.1261 15.0140  0.112
H: 18.9895 18.5780 14.5053  0.101
H: 17.7358 16.3005 12.7014  0.122
H: 19.4089 17.0761 12.6974  0.127
H: 17.4956 18.0361 10.9984  0.120
H: 18.5046 19.2762 11.8722  0.125
H: 15.7080 18.2415 12.4656  0.132
H: 16.2563 19.9257 12.5664  0.130
H: 14.8348 18.4118 14.5992  0.136
H: 15.7868 18.0075 16.0025  0.105
H: 16.2977 15.6848 14.8489  0.099
H: 15.8055 16.3568 13.4311  0.098
H: 13.6619 16.3524 15.5845  0.090
H: 14.0409 14.9384 14.6544  0.068
H: 13.4716 16.2814 13.8345  0.053
C: 9.8980 13.0428 17.8556  -0.095
C: 9.1163 14.3246 17.8810  -0.236
C: 9.9993 15.6018 17.8582  -0.195
C: 9.1114 16.7560 18.0141  -0.138
N: 9.7136 18.0730 17.6259  -0.217
C: 8.5918 19.0308 17.5172  -0.101
C: 9.0656 20.4333 18.1034  -0.097
C: 10.5578 20.1723 18.3296  -0.176
C: 10.6544 18.7271 18.6726  -0.065
C: 10.5251 18.0500 16.3526  -0.129
C: 9.7902 17.3283 15.2005  -0.213
C: 10.5624 17.6165 13.8944  -0.078
H: 10.8619 13.1927 18.3444  0.069
H: 10.1900 12.7683 16.8412  0.072
H: 9.2503 12.2559 18.1887  0.072
H: 8.5582 14.3852 18.7985  0.095
H: 8.3261 14.3388 17.1427  0.111
H: 10.6784 15.5966 17.0025  0.105
H: 10.7304 15.5699 18.7109  0.105
H: 8.8315 16.8581 19.0755  0.130
H: 8.1736 16.7420 17.3949  0.153
H: 8.2183 19.2001 16.4803  0.138
H: 7.7758 18.6295 18.0639  0.114
H: 8.8030 21.2615 17.3821  0.133
H: 8.5753 20.6180 19.0527  0.110
H: 11.2068 20.5160 17.5298  0.104
H: 10.8887 20.8505 19.1494  0.122
H: 11.5955 18.1867 18.5062  0.116
H: 10.1826 18.4783 19.6539  0.136
H: 11.4916 17.5151 16.6161  0.124
H: 10.6639 19.1065 16.0687  0.134
H: 8.7986 17.7874 15.0649  0.105
H: 9.5430 16.3038 15.4772  0.097
H: 10.5862 18.7473 13.7533  0.101
H: 10.1444 17.1939 12.9611  0.083
H: 11.6138 17.2964 13.9927  0.045
C: 12.7701 20.4404 21.5037  -0.112
C: 13.0109 20.3085 22.9872  -0.246
C: 12.1745 19.2211 23.6407  -0.195
C: 12.4761 19.0130 25.0809  -0.079
N: 11.7603 17.7276 25.5994  -0.188
C: 11.7295 17.7163 27.1333  -0.084
C: 11.6892 16.2702 27.4747  -0.157
C: 12.5490 15.5619 26.4484  -0.121
C: 12.6194 16.5538 25.2289  -0.079
C: 10.3907 17.5551 25.1285  -0.160
C: 9.4401 18.6807 25.3986  -0.245
C: 8.0534 18.5049 24.8636  -0.073
H: 13.1453 19.6439 20.8388  0.070
H: 13.1580 21.4130 21.1313  0.093
H: 11.7085 20.4707 21.3388  0.053
H: 12.6645 21.2964 23.3178  0.117
H: 14.0878 20.2615 23.2533  0.103
H: 12.4411 18.2754 23.1397  0.125
H: 11.1398 19.4082 23.4479  0.099
H: 12.1672 19.7951 25.7292  0.127
H: 13.5587 18.8405 25.2512  0.114
H: 10.9044 18.3506 27.4675  0.124
H: 12.6578 18.2421 27.4282  0.152
H: 10.6541 15.9426 27.1972  0.123
H: 11.8971 16.0195 28.5025  0.125
H: 11.9427 14.6736 26.1477  0.105
H: 13.5844 15.2996 26.6931  0.118
H: 12.2551 16.0741 24.3267  0.122
H: 13.6209 16.8766 25.0516  0.082
H: 10.0165 16.5852 25.3571  0.134
H: 10.4946 17.5788 24.0207  0.126
H: 9.8778 19.5254 24.8998  0.100
H: 9.4113 18.8629 26.4436  0.094
H: 7.4971 17.7068 25.3779  0.087
H: 8.1115 18.2162 23.8282  0.071
H: 7.5503 19.4999 25.0238  0.105
C: 19.8337 18.6860 17.4066  -0.098
C: 21.0282 17.7912 17.5955  -0.228
C: 20.6699 16.5404 18.3820  -0.198
C: 20.0449 15.4572 17.5348  -0.053
N: 19.3230 14.3677 18.4561  -0.221
C: 19.3030 13.0868 17.6787  -0.111
C: 20.7386 12.5555 17.7806  -0.121
C: 21.1953 13.0545 19.1813  -0.105
C: 20.1471 14.0514 19.6604  -0.109
C: 17.9244 14.7456 18.8497  -0.095
C: 17.0156 15.0079 17.6211  -0.170
C: 16.0167 13.8111 17.4155  -0.039
H: 19.5133 19.2279 18.2481  0.048
H: 18.9841 18.0769 17.0587  0.060
H: 19.9476 19.3343 16.5550  0.059
H: 21.7547 18.3522 18.1923  0.116
H: 21.4980 17.5095 16.6201  0.126
H: 19.9614 16.8971 19.1576  0.116
H: 21.5732 16.1397 18.8708  0.126
H: 20.8404 14.9284 16.9540  0.137
H: 19.3240 15.7943 16.7861  0.099
H: 18.5435 12.4975 18.2318  0.132
H: 18.8988 13.2974 16.6873  0.139
H: 20.7234 11.4944 17.6507  0.110
H: 21.2726 13.0157 16.9354  0.108
H: 21.2411 12.1684 19.8164  0.118
H: 22.2138 13.4919 19.1279  0.127
H: 19.4854 13.5697 20.4272  0.120
H: 20.5059 14.9675 20.0784  0.113
H: 18.1588 15.6794 19.4119  0.127
H: 17.5966 13.9017 19.5025  0.135
H: 17.5669 15.3567 16.8043  0.046
H: 16.4557 15.9061 17.9515  0.109
H: 15.5129 13.8348 16.4985  0.037
H: 15.2523 13.8244 18.1854  0.065
H: 16.5017 12.8126 17.5555  0.077
C: 17.1117 16.8006 21.9748  -0.021
C: 16.3295 17.2529 20.7654  -0.392
C: 15.1665 16.3714 20.5957  -0.218
O: 14.5221 16.5046 19.3867  -0.163
C: 13.2166 16.0060 19.4192  -0.098
N: 16.2238 18.6716 20.8374  0.197
H: 15.6668 19.0972 20.0050  0.149
H: 15.7722 19.0601 21.7419  0.179
H: 17.2512 18.9674 20.7897  0.105
H: 18.1552 17.1564 21.9631  0.084
H: 17.0247 15.7280 22.1603  0.061
H: 16.5870 17.2084 22.8589  0.071
H: 16.9871 17.1361 19.9235  0.115
H: 14.5744 16.5417 21.5165  0.149
H: 15.5697 15.3302 20.6959  0.129
H: 13.2111 14.9308 19.6034  0.072
H: 12.8367 16.1447 18.3818  0.086
H: 12.5468 16.4741 20.1864  0.092
C: 20.1250 17.2860 24.5628  -0.042
C: 19.9410 16.3604 25.7949  -0.298
C: 20.2764 17.1612 27.0360  -0.189
O: 19.5831 16.7038 28.1963  -0.183
C: 20.3777 15.7588 28.9080  -0.102
N: 18.5175 15.8932 25.8498  0.205
H: 17.8802 16.6684 26.0268  0.112
H: 18.2376 15.4261 24.9428  0.075
H: 18.2792 15.3284 26.6522  0.155
H: 19.6982 18.3101 24.7008  0.080
H: 19.5348 16.9502 23.7027  0.063
H: 21.1277 17.2276 24.1849  0.085
H: 20.6437 15.5037 25.5819  0.159
H: 20.0080 18.2381 26.8340  0.151
H: 21.3550 17.1335 27.1711  0.131
H: 20.7985 15.0012 28.2758  0.072
H: 19.6786 15.3506 29.6859  0.109
H: 21.2617 16.1922 29.4272  0.100
O: 19.3341 13.2399 22.4501  0.045
C: 18.1179 13.6864 22.8709  -0.755
O: 18.1319 14.4699 23.7913  0.019
O: 17.1150 13.3265 22.1507  -0.050
H: 19.9623 13.2534 23.2073  0.137
O: 20.9017 19.4686 21.4253  0.038
C: 19.4873 19.3742 21.5636  -0.741
O: 18.8820 18.9403 20.4984  -0.104
O: 19.0243 19.6120 22.6367  0.060
H: 20.9830 19.4291 20.4421  0.086
O: 14.3542 20.8732 17.1464  0.061
C: 14.3645 19.5304 17.4051  -0.867
O: 13.5290 18.9590 16.6698  -0.050
O: 15.1840 19.1735 18.1919  0.033
H: 13.7682 20.8849 16.4183  0.062
O: 17.3766 18.3786 24.9292  -0.014
C: 15.9697 18.0389 25.0000  -0.709
O: 15.2016 18.3759 24.0162  -0.099
O: 15.5885 17.4184 25.9879  0.003
H: 17.5424 18.9082 24.0876  0.097
O: 8.6208 16.0340 21.1802  0.053
C: 9.9524 15.8577 21.2190  -0.884
O: 10.3541 14.6935 21.1314  -0.021
O: 10.5830 16.9240 21.2968  -0.046
H: 8.1736 15.1900 21.2446  0.103

Properties
HOMO-LUMO gap in eV: 8.24
E in Eh: -4342.2355
LUMO energy in eV: -3.37
Highest occupied orbital energy in Eh: -0.4267
Charge: +2
2S+1: 1